The following is a quantum chemistry calculation of a single C21H23NO8 molecule at a distorted geometry, from OMol25.

```
! wB97M-V def2-TZVPD RIJCOSX def2/J DEFGRID3
* xyz 0 1
C -1.4919 -3.9892 -2.7500
H -2.3548 -3.3310 -2.8972
O -1.1063 -4.0443 -1.3993
C -0.7035 -2.8940 -0.7950
C -0.6452 -1.6501 -1.4003
C -0.2155 -0.5374 -0.6927
C 0.1348 -0.6537 0.6385
C 0.0888 -1.8985 1.2583
C -0.3146 -3.0219 0.5584
O -0.3790 -4.2789 1.0724
C 0.0928 -4.4883 2.3810
H 0.0244 -5.5620 2.5481
H 1.1340 -4.1684 2.4889
H -0.5262 -3.9689 3.1207
H 0.3936 -1.9780 2.2891
C 0.6197 0.5547 1.4080
N -0.2702 1.6932 1.3238
C 0.3090 2.7470 0.7232
O -0.1562 3.8568 0.5177
C 1.6992 2.3410 0.3797
C 1.9032 1.0748 0.7982
C 3.0933 0.2209 0.8074
O 3.2262 -0.6752 1.6264
C 4.1103 0.4869 -0.2054
C 5.4078 0.0263 -0.2749
C 5.9494 0.5575 -1.4587
C 4.9452 1.2889 -2.0296
O 3.8416 1.2501 -1.2866
H 4.9079 1.8566 -2.9392
H 6.9406 0.4174 -1.8384
H 5.8886 -0.6021 0.4459
O 2.5012 3.2483 -0.1731
H 1.9751 4.0646 -0.2698
C -1.6017 1.7243 1.8631
C -2.6456 1.0180 0.9757
O -2.6142 1.3929 -0.3789
C -2.9538 2.7353 -0.6952
C -4.4555 2.9948 -0.5461
O -5.2038 2.0823 -1.3105
H -4.7418 1.2339 -1.2705
H -4.6951 3.9965 -0.9087
H -4.7505 2.9318 0.5130
H -2.3738 3.4556 -0.1104
H -2.6761 2.8352 -1.7478
H -3.6350 1.1884 1.4225
H -2.4462 -0.0565 0.9591
H -1.6088 1.2430 2.8455
H -1.8641 2.7797 1.9820
H 0.7806 0.2759 2.4568
H -0.1754 0.4223 -1.1827
H -0.9265 -1.5307 -2.4337
H -1.7674 -5.0082 -3.0173
H -0.6688 -3.6573 -3.3915
*
```

Calculated values
HOMO-LUMO gap = 0.2845 Ha
relative energy (zero: lowest compared OMol25 entry of this formula, charge and spin) = 20.9 kcal/mol
SMILES = COc1ccc([C@H]2C(C(=O)c3ccco3)=C(O)C(=O)N2CCOCCO)cc1OC

***

The following is a quantum chemistry calculation of a single C21H23NO8 molecule at a distorted geometry, from OMol25.

```
! wB97M-V def2-TZVPD RIJCOSX def2/J DEFGRID3
* xyz 0 1
C 4.1435 2.8437 -2.3918
H 4.2866 3.4259 -1.4797
O 2.7786 2.5909 -2.6443
C 2.0607 1.7449 -1.8551
C 0.8219 1.3894 -2.3812
C -0.0415 0.5434 -1.7138
C 0.3401 0.0054 -0.4964
C 1.5664 0.3573 0.0489
C 2.4303 1.2350 -0.5940
O 3.6230 1.6278 -0.0518
C 4.0033 1.0940 1.1943
H 4.1351 0.0088 1.1397
H 4.9594 1.5611 1.4268
H 3.2784 1.3391 1.9762
H 1.8256 -0.0477 1.0125
C -0.5686 -0.9285 0.2672
N -1.3047 -1.8236 -0.5974
C -2.6348 -1.6885 -0.4628
O -3.5272 -2.2976 -1.0291
C -2.8553 -0.6190 0.5498
C -1.6605 -0.1665 0.9855
C -1.3025 0.8107 2.0148
O -0.2382 0.7529 2.6116
C -2.2729 1.8666 2.2922
C -2.3210 2.7439 3.3542
C -3.4364 3.5702 3.1301
C -3.9776 3.1482 1.9476
O -3.2861 2.1307 1.4398
H -4.8262 3.4949 1.3903
H -3.7891 4.3668 3.7523
H -1.6396 2.7667 4.1794
O -4.1086 -0.3330 0.8981
H -4.6835 -0.9165 0.3673
C -0.6637 -2.7684 -1.4697
C 0.0068 -3.9071 -0.6818
O 1.0846 -3.4855 0.1255
C 2.3783 -3.6420 -0.4010
C 2.7536 -2.6472 -1.5141
O 4.1459 -2.5862 -1.7015
H 4.4700 -3.4532 -1.9705
H 2.4463 -1.6402 -1.2212
H 2.2509 -2.9136 -2.4552
H 3.0485 -3.4732 0.4472
H 2.5209 -4.6741 -0.7616
H 0.3287 -4.6893 -1.3803
H -0.7332 -4.3332 0.0043
H -1.4444 -3.1923 -2.1067
H 0.0714 -2.2426 -2.0855
H 0.0303 -1.5045 0.9830
H -1.0010 0.2996 -2.1443
H 0.5547 1.8082 -3.3383
H 4.4872 3.4211 -3.2502
H 4.7172 1.9169 -2.3231
*
```

Calculated values
HOMO-LUMO gap = 0.2887 Ha
relative energy (zero: lowest compared OMol25 entry of this formula, charge and spin) = 25.3 kcal/mol
SMILES = COc1ccc([C@H]2C(C(=O)c3ccco3)=C(O)C(=O)N2CCOCCO)cc1OC

***

The following is a quantum chemistry calculation of 6 unconnected molecules or ions with the total composition C21H24Br6N2O7 at a distorted geometry, from OMol25.

```
! wB97M-V def2-TZVPD RIJCOSX def2/J DEFGRID3
* xyz 1 2
C -4.7180 -10.4868 -0.8144
Br -6.1295 -9.2110 -0.2878
Br -3.9081 -11.3346 0.8034
Br -3.3346 -9.8094 -2.0805
H -5.3516 -11.2647 -1.2405
C -8.2724 -13.5406 -0.2277
Br -7.5268 -14.3251 -1.8914
Br -9.9454 -12.4920 -0.5589
Br -6.9461 -12.5711 0.9350
H -8.5217 -14.3759 0.4267
C -2.2249 -5.0178 1.9776
C -2.0755 -5.7418 3.1240
C -2.7707 -6.9850 3.2003
C -3.5362 -7.4747 2.1012
C -3.5838 -6.8314 0.9739
C -2.9830 -5.5402 0.9253
O -2.9833 -4.9318 -0.3061
O -2.6080 -7.6499 4.3380
H -1.8485 -4.0080 1.9053
H -1.4185 -5.4931 3.9443
H -4.0178 -8.4414 2.1057
H -4.1315 -7.1592 0.1027
H -2.7710 -3.9975 -0.2450
H -3.0978 -8.4742 4.3850
C -2.4481 -14.0010 -1.4520
C -3.4696 -13.5903 -2.3701
C -3.9278 -14.5730 -3.2323
C -3.6668 -15.9066 -3.1461
C -2.7389 -16.3246 -2.2226
C -2.1566 -15.3406 -1.3424
O -1.2048 -15.7147 -0.4226
O -4.6894 -14.0857 -4.3049
H -1.9032 -13.2615 -0.8840
H -3.8454 -12.6154 -2.6437
H -4.2412 -16.7120 -3.5794
H -2.5088 -17.3713 -2.0890
H -1.6729 -16.2436 0.2276
H -5.1431 -14.7267 -4.8570
C -0.5795 -11.4489 -3.6612
C -0.5413 -10.1042 -3.8134
C 0.5241 -9.3674 -4.2799
C 1.6469 -10.0725 -4.6574
C 1.7370 -11.4355 -4.3448
C 0.6110 -12.0896 -3.8371
O 0.4724 -13.4125 -3.6953
O 0.5186 -8.0144 -4.5260
H -1.4559 -11.9203 -3.2414
H -1.4834 -9.5803 -3.8797
H 2.3732 -9.5215 -5.2365
H 2.6194 -12.0282 -4.5356
H 1.1438 -13.9168 -3.2300
H 0.9350 -7.7267 -5.3418
C -7.0210 -9.9197 -3.9240
O -6.1581 -9.3434 -4.4584
N -6.8245 -11.1538 -3.4565
N -8.2630 -9.4780 -3.8444
H -5.8712 -11.4797 -3.5277
H -7.5891 -11.7475 -3.1683
H -8.6067 -8.6808 -4.3606
H -8.9323 -10.1508 -3.4985
*
```

Calculated values
HOMO-LUMO gap (alpha / beta) = 0.2389 / 0.1091 Ha

***

The following is a quantum chemistry calculation of a molecular structure, C21H24BrCdNOS2 at a distorted geometry, from OMol25.

```
! wB97M-V def2-TZVPD RIJCOSX def2/J DEFGRID3
* xyz 0 1
Cd -2.5597 -1.7640 -0.0433
C 3.0890 4.2225 -0.1075
C 3.2979 2.7085 0.0638
C 4.0032 2.1265 -1.1675
C 4.1953 2.4355 1.2915
C 1.9465 2.0371 0.2440
C 1.7819 0.6101 0.3051
C 0.5508 -0.0132 0.2183
Br 0.4814 -1.9588 0.0863
C -0.6688 0.7423 0.1005
O -1.8003 0.1446 -0.0765
C -0.5476 2.1494 0.1358
C 0.7305 2.7382 0.2434
C -1.7361 3.0700 -0.0165
C -1.8223 4.0388 1.1797
C -1.5291 3.9185 -1.3214
C -3.1296 2.4330 -0.1854
H 4.0714 4.7236 -0.1733
H 2.4955 4.6805 0.6584
H 2.6440 4.3953 -1.0797
H 4.8939 2.7024 -1.3522
H 3.3415 2.1987 -2.0259
H 4.2255 1.0259 -1.0604
H 5.2225 2.8636 1.1778
H 4.3295 1.3723 1.5073
H 3.7354 2.9233 2.1590
H 2.6869 -0.0413 0.3164
H 0.8040 3.8100 0.2132
H -0.9790 4.7501 1.2415
H -1.8030 3.5297 2.1303
H -2.7587 4.5418 1.1262
H -0.7551 4.6955 -1.1941
H -2.4372 4.3865 -1.6501
H -1.1088 3.2685 -2.0602
H -3.4218 1.7725 0.6753
H -3.2187 1.8432 -1.1391
H -3.8761 3.2285 -0.2941
S -4.5772 -3.1581 -0.0182
C -3.6037 -4.5911 0.0862
N -2.2533 -4.5014 0.0300
C -1.7357 -5.7914 0.0356
C -0.3353 -6.0363 -0.1035
C 0.0712 -7.3601 -0.2200
C -0.8520 -8.3991 -0.0594
C -2.2033 -8.1600 0.1617
C -2.6748 -6.8348 0.1879
S -4.2780 -6.2063 0.2611
H 0.3254 -5.1760 -0.1775
H 1.1047 -7.6672 -0.4544
H -0.4846 -9.4131 -0.0871
H -2.8783 -9.0147 0.2312
*
```

Calculated values
HOMO-LUMO gap = 0.2768 Ha

***

The following is a quantum chemistry calculation of 3 unconnected molecules or ions with the total composition C21H24ClF19N3O3 at a distorted geometry, from OMol25.

```
! wB97M-V def2-TZVPD RIJCOSX def2/J DEFGRID3
* xyz 1 1
C 0.2159 5.6612 -0.7456
C -1.3405 5.6822 -0.4988
Cl -2.1644 5.8558 -2.1221
C -1.8719 4.3263 0.1162
C -3.1023 4.6019 1.0210
C -3.9565 5.7687 0.8305
N -4.9906 5.9294 1.6684
C -5.8626 7.1431 1.4021
N -7.0429 6.6762 0.6594
N -5.3565 5.2032 2.6744
C -4.6369 4.1210 2.9000
C -5.1006 3.2201 4.0910
F -5.7521 2.1184 3.6649
F -6.0254 3.9376 4.7948
F -4.1113 2.9481 4.9539
C -3.4618 3.6978 2.1196
C -2.6728 2.4126 2.4014
C -3.2391 1.2270 1.4984
O -2.7527 1.3387 0.1503
H 0.4133 5.9016 -1.8142
H 0.7061 6.4555 -0.1377
H 0.6870 4.6896 -0.4805
H -1.5482 6.5478 0.1761
H -1.0348 3.9504 0.7564
H -2.0819 3.5634 -0.6652
H -3.7054 6.4497 -0.0011
H -5.3145 7.8525 0.7398
H -6.2004 7.6117 2.3476
H -6.8125 5.8931 0.0472
H -7.7004 6.2923 1.3423
H -1.6222 2.6164 2.0724
H -2.6086 2.1298 3.4711
H -4.3437 1.3879 1.4361
H -2.9949 0.2319 1.9353
H -3.4171 1.8404 -0.3453
C 0.9581 -1.0374 0.1088
C 1.3999 0.2032 -0.6897
C 0.5673 0.5637 -1.9210
F 0.4743 -0.4345 -2.8150
F 1.1355 1.6118 -2.5765
F 2.7057 0.0741 -1.0000
F 1.3244 1.2702 0.1693
O 1.5728 -2.2874 -0.1890
C 1.1104 -2.9997 -1.2973
C 2.1095 -3.0224 -2.4594
F 2.5565 -1.7861 -2.7710
F 1.5264 -3.5267 -3.5729
F -0.1042 -2.5310 -1.6506
F 0.9112 -4.2670 -0.8759
H 1.2610 -0.8431 1.1390
H -0.1295 -1.1285 0.1490
H -0.4442 0.8662 -1.6334
H 2.9767 -3.6397 -2.2048
C 6.3398 -6.8119 0.0796
C 6.5365 -8.3091 -0.2210
C 6.9001 -8.6822 -1.6595
F 6.0095 -8.2355 -2.5670
F 6.9363 -10.0321 -1.7862
F 5.4427 -8.9824 0.2010
F 7.5619 -8.7332 0.5719
O 5.0140 -6.2791 0.0205
C 4.4887 -5.9638 -1.2268
C 3.3740 -6.9174 -1.6742
F 3.7373 -8.2074 -1.5653
F 3.0618 -6.6943 -2.9726
F 5.4921 -5.8667 -2.1169
F 3.9674 -4.7132 -1.1148
H 6.6194 -6.6854 1.1263
H 7.0440 -6.1892 -0.4748
H 7.8889 -8.2979 -1.9244
H 2.4772 -6.7682 -1.0660
*
```

Calculated values
HOMO-LUMO gap = 0.2908 Ha